# 1
{"formula": "C5H9NO3", "method": "wB97M-V/def2-TZVPD", "total_charge": 0, "homo_lumo_gap_ev": 10.16, "smiles": "CO[C@@H]1ON=C[C@@]1(C)O", "species": ["C", "O", "C", "C", "C", "O", "N", "H", "H", "H", "C", "H", "H", "H", "H", "H", "H", "O"], "xyz": [[-2.419, -0.195, -0.354], [0.959, 1.107, -1.174], [-0.221, -0.787, -0.284], [0.566, 1.048, 1.194], [2.030, -0.685, -0.063], [-1.451, -0.795, 0.425], [1.659, -1.912, -0.022], [-0.476, -0.882, -1.350], [3.120, -0.427, -0.130], [-3.419, -0.068, 0.197], [0.859, 0.291, -0.029], [1.760, 1.679, -1.133], [-0.152, 1.820, 1.017], [0.153, 0.334, 2.019], [-2.154, 0.853, -0.768], [-2.546, -0.871, -1.256], [1.406, 1.547, 1.678], [0.326, -2.057, 0.033]], "atomic_forces_ev_per_a": [[-2.193, 1.204, -1.788], [0.280, 1.077, -0.687], [-2.130, -1.031, -0.432], [-0.148, -0.933, 3.321], [0.170, -0.519, 0.718], [1.654, 0.903, 0.518], [2.479, 0.120, -0.091], [0.281, 0.643, -0.061], [-1.274, -0.319, 0.181], [1.668, -0.485, -0.613], [0.422, -1.401, -0.998], [-0.860, -0.687, 0.161], [-0.741, 0.304, -0.257], [0.579, 1.240, -1.500], [-0.138, -1.479, 0.785], [-0.422, 0.891, 0.698], [0.402, -0.075, -0.323], [-0.030, 0.546, 0.365]], "lowdin_charge": [-0.134, 0.000, -0.301, -0.008, -0.045, -0.116, 0.061, 0.162, 0.141, 0.113, -0.504, 0.124, 0.083, 0.142, 0.115, 0.104, 0.087, -0.026]}


# 2
{"formula": "C5H9NO3", "method": "wB97M-V/def2-TZVPD", "total_charge": 0, "homo_lumo_gap_ev": 10.22, "smiles": "C[C@H]1O/C=N\\OCCO1", "species": ["H", "H", "O", "O", "O", "N", "H", "H", "H", "C", "H", "C", "H", "H", "H", "C", "C", "C"], "xyz": [[-2.280, -1.127, 1.465], [-0.419, 2.601, -1.222], [-0.986, 0.675, -1.058], [-0.116, -1.442, -0.344], [0.925, 0.585, 0.881], [0.725, 1.855, 0.136], [2.590, 0.605, -0.182], [2.320, -0.823, 1.140], [1.836, -2.037, -0.841], [1.917, -0.190, 0.316], [-2.466, 0.720, 0.959], [-1.762, -0.152, 1.149], [-1.027, 0.327, 1.743], [1.151, -0.644, -1.624], [-2.143, -1.028, -0.881], [-0.145, 1.717, -0.714], [1.144, -1.148, -0.609], [-1.264, -0.494, -0.317]], "atomic_forces_ev_per_a": [[0.797, 1.856, 0.268], [-0.234, 0.740, -0.938], [0.531, 0.769, -0.523], [-4.272, -1.142, 1.932], [-1.296, 2.716, 1.081], [2.825, -1.666, 2.636], [-0.167, -2.136, 0.500], [0.364, 0.931, -0.383], [-1.551, 0.610, 0.731], [0.047, -0.024, -0.232], [0.032, -1.432, 0.287], [-1.770, -0.605, -2.788], [0.885, -0.608, 0.826], [0.198, -0.200, 0.541], [1.958, 1.018, 0.860], [-3.395, -1.685, -1.140], [4.366, 1.541, -4.487], [0.682, -0.679, 0.829]], "lowdin_charge": [0.111, 0.129, -0.016, -0.076, -0.200, 0.141, 0.152, 0.131, 0.150, -0.193, 0.101, -0.001, 0.046, 0.126, 0.182, -0.202, -0.287, -0.293]}


# 3
{"formula": "C5H9NO3", "method": "wB97M-V/def2-TZVPD", "total_charge": 0, "homo_lumo_gap_ev": 9.56, "smiles": "CC(=O)C=O.CC(N)=O", "species": ["H", "H", "C", "H", "O", "O", "O", "H", "H", "C", "C", "H", "N", "H", "H", "C", "C", "H"], "xyz": [[1.633, -1.510, -1.561], [1.601, -0.016, 1.531], [-0.811, -0.138, -1.926], [-1.087, 0.809, 2.440], [-0.089, 2.220, 0.080], [-1.001, -2.086, -0.487], [1.633, -1.371, 0.456], [-0.666, 0.893, -1.592], [-0.196, -0.294, -2.813], [0.193, 1.404, 0.920], [1.066, -1.378, -0.627], [-1.929, 0.437, 0.953], [1.389, 1.067, 1.381], [-0.663, -0.666, 1.697], [-1.860, -0.290, -2.169], [-0.400, -1.071, -0.836], [-0.978, 0.347, 1.457], [2.165, 1.643, 1.096]], "atomic_forces_ev_per_a": [[-0.002, -0.507, -0.072], [-0.813, 3.355, -0.219], [-0.586, 0.789, 0.722], [-0.520, -0.075, 0.277], [0.134, 1.381, 0.116], [-0.622, 1.425, 0.034], [-0.493, -1.104, -1.618], [-0.010, 0.006, -0.153], [0.107, -0.166, 0.103], [-2.780, -3.749, -0.704], [1.246, 2.077, 1.820], [0.090, -0.044, -0.398], [1.776, -2.180, 1.298], [0.151, 0.032, -0.469], [0.033, -0.084, -0.016], [0.415, -3.448, -1.536], [1.791, 2.312, 0.947], [0.082, -0.020, -0.132]], "lowdin_charge": [0.143, 0.135, 0.007, 0.069, 0.026, 0.098, 0.023, 0.072, 0.098, -0.583, -0.134, 0.074, 0.130, 0.063, 0.099, -0.427, -0.001, 0.107]}


# 4
{"formula": "C5H9NO3P", "method": "wB97M-V/def2-TZVPD", "total_charge": 1, "homo_lumo_gap_ev": 8.01, "species": ["H", "C", "C", "H", "N", "C", "C", "C", "H", "H", "H", "H", "P", "H", "O", "O", "H", "O", "H"], "xyz": [[-1.410, 3.022, -0.955], [0.248, -2.428, 2.044], [0.563, 2.556, -0.088], [-0.416, -4.452, 1.905], [0.861, 1.068, -3.024], [-0.626, -3.557, 2.531], [-0.871, 2.195, -0.404], [0.651, 0.923, -4.138], [-1.656, -3.385, 2.470], [0.897, 3.245, -0.901], [-0.305, -3.816, 3.496], [0.616, 3.051, 0.812], [0.582, 0.240, -1.244], [-1.567, 2.050, 0.454], [0.012, -1.745, 1.087], [1.265, 1.384, -0.256], [0.644, 1.188, -5.174], [-0.796, 0.974, -1.091], [1.307, -2.514, 2.476]], "atomic_forces_ev_per_a": [[0.808, -1.164, -0.127], [1.242, -2.189, -0.248], [-1.341, 1.051, -3.759], [0.095, 0.608, 0.122], [-0.030, -0.472, -0.294], [1.311, -0.103, -1.109], [-2.185, 1.716, 1.015], [0.710, 1.392, -0.115], [-1.551, 0.469, -0.033], [0.004, -0.155, 0.701], [0.108, -0.377, 1.469], [0.804, 0.507, 2.321], [0.236, 2.368, 3.022], [0.906, -0.228, -0.200], [-0.229, 1.043, -0.209], [2.070, -3.122, -0.469], [-0.342, -0.596, -0.453], [-1.664, -1.488, -1.446], [-0.951, 0.739, -0.188]], "lowdin_charge": [0.151, -0.299, -0.221, 0.110, 0.040, -0.037, -0.191, 0.175, 0.063, 0.140, 0.057, 0.113, 1.108, 0.143, -0.016, -0.281, 0.122, -0.314, 0.136]}


# 5
{"formula": "C5H9NO4", "method": "wB97M-V/def2-TZVPD", "total_charge": 0, "homo_lumo_gap_ev": 10.06, "smiles": "O=C1[C@@H](O)[C@@]2(CO)CN12.O", "species": ["O", "H", "C", "C", "H", "O", "N", "H", "C", "H", "O", "H", "O", "H", "C", "C", "H", "H", "H"], "xyz": [[-1.367, 1.277, -0.300], [-1.280, 1.007, 0.619], [-1.230, -1.160, -1.486], [1.144, -1.551, -2.077], [-0.851, -4.072, -0.050], [2.278, -2.260, 1.003], [0.205, -0.489, -1.638], [-0.306, 1.248, -0.672], [0.708, -1.542, -0.676], [0.760, -2.300, -2.774], [-0.812, -3.526, -0.840], [0.983, -0.739, 1.290], [-2.144, -1.182, -2.257], [2.287, -0.356, 0.142], [1.595, -1.147, 0.474], [-0.671, -2.192, -0.493], [2.969, -2.533, 0.392], [2.147, -1.182, -2.291], [-1.065, -1.960, 0.511]], "atomic_forces_ev_per_a": [[4.205, -0.009, -1.331], [0.028, 0.144, 0.165], [1.404, -1.322, -3.160], [-0.602, -0.275, -0.315], [-0.016, 0.066, -0.006], [0.145, -0.182, 0.313], [-1.242, 0.123, 0.747], [-4.453, -0.104, 1.363], [-0.284, 0.329, 0.047], [0.170, 0.084, 0.242], [-0.313, -0.153, -0.204], [0.155, -0.084, -0.134], [1.140, 0.729, 1.520], [-0.155, -0.136, 0.066], [-0.140, 0.179, -0.336], [0.145, 0.766, 1.188], [-0.054, 0.006, -0.049], [-0.301, 0.029, -0.025], [0.169, -0.190, -0.091]], "lowdin_charge": [-0.135, 0.011, -0.284, -0.039, 0.109, -0.039, 0.051, 0.146, -0.348, 0.128, 0.041, 0.127, 0.165, 0.132, -0.202, -0.245, 0.093, 0.120, 0.167]}


# 6
{"formula": "C5H9NO4", "method": "wB97M-V/def2-TZVPD", "total_charge": 0, "homo_lumo_gap_ev": [7.25, 8.27], "species": ["H", "H", "H", "C", "C", "O", "O", "H", "C", "O", "H", "C", "H", "N", "H", "H", "C", "O", "H"], "xyz": [[0.211, -5.714, -2.729], [1.532, -5.146, -1.659], [1.672, -2.114, -1.931], [0.686, -4.840, -2.293], [-0.338, -4.115, -1.515], [3.050, -0.273, -0.788], [-2.219, -4.402, -2.728], [1.094, -4.211, -3.096], [1.333, -2.365, -0.873], [4.599, 0.727, 0.613], [2.179, -3.044, -0.521], [-0.048, -3.001, -0.855], [-0.778, -2.440, -0.238], [3.537, 0.051, 0.266], [-2.291, -3.769, -0.757], [-3.183, -4.673, -2.750], [-1.763, -4.498, -1.397], [1.120, -1.300, -0.095], [-1.810, -5.495, -0.937]], "atomic_forces_ev_per_a": [[0.301, -0.191, -0.244], [-0.284, 0.017, -0.164], [-0.787, 0.054, 0.783], [0.064, -0.488, -0.327], [0.087, 1.717, 1.624], [2.167, 1.418, 2.542], [-2.551, -1.034, -0.395], [-0.146, -0.188, 0.098], [1.196, -1.364, -1.190], [-4.663, -2.968, -1.904], [-1.040, 0.382, 0.099], [0.487, 0.330, 0.230], [0.411, -0.545, -0.622], [3.169, 1.989, -0.716], [0.189, -0.421, -0.093], [1.634, 0.441, -0.105], [0.296, -0.123, -0.062], [-0.048, 1.115, 0.797], [-0.483, -0.142, -0.351]], "lowdin_charge": [0.082, 0.092, 0.132, -0.041, -0.306, 0.086, -0.062, 0.095, -0.354, 0.034, 0.131, -0.038, 0.126, -0.076, 0.119, 0.120, -0.253, -0.015, 0.127]}


# 7
{"formula": "C5H9NO7S2", "method": "wB97M-V/def2-TZVPD", "total_charge": -2, "homo_lumo_gap_ev": [3.72, 3.71], "species": ["O", "H", "C", "H", "N", "H", "C", "H", "S", "O", "H", "O", "O", "C", "H", "H", "O", "C", "H", "S", "H", "O", "O", "C"], "xyz": [[5.949, -1.607, -0.010], [0.690, 1.346, -1.654], [1.065, 1.401, 0.777], [0.602, -1.636, -0.669], [0.348, 0.234, 0.155], [1.542, -1.393, 0.943], [2.382, 1.657, -0.075], [-0.602, -0.211, 2.060], [1.280, 1.226, 2.510], [-0.038, 1.647, 3.047], [-1.532, -0.928, 0.663], [2.337, 2.157, 2.893], [2.182, 2.429, -1.011], [1.191, -0.993, -0.039], [2.251, -0.564, -0.355], [-1.067, 1.449, -0.824], [3.399, 1.030, 0.165], [-0.811, -0.020, 0.983], [-0.714, -0.231, -1.721], [5.828, -0.335, -0.768], [-1.396, 0.839, 1.017], [1.504, -0.269, 2.855], [5.665, -0.517, -2.251], [-0.194, 0.711, -1.126]], "atomic_forces_ev_per_a": [[-0.265, 2.375, -1.294], [-2.174, -1.650, 0.874], [1.491, 0.689, -0.097], [0.416, -0.660, -0.344], [0.076, -0.275, 0.658], [-1.187, 0.215, -0.460], [-3.456, 0.396, 0.945], [0.442, -0.113, -1.158], [-0.700, -1.487, 0.227], [0.308, -0.256, 0.664], [1.840, 1.679, -0.107], [0.157, -0.564, 0.012], [0.313, 1.350, -1.991], [2.799, 1.255, 0.697], [-2.318, -1.151, -0.388], [1.989, -1.376, -0.911], [3.152, -1.915, 0.711], [-2.241, -3.761, 1.802], [1.499, 2.238, 1.206], [-0.607, -2.498, -1.999], [-0.902, 1.525, -0.148], [0.078, 2.435, -0.204], [0.414, 0.485, 3.380], [-1.126, 1.065, -2.075]], "lowdin_charge": [-0.496, 0.125, -0.266, 0.059, -0.419, 0.091, -0.780, 0.073, 0.436, -0.459, 0.128, -0.388, -0.081, -0.025, 0.125, 0.115, -0.099, -0.132, 0.116, 0.900, 0.052, -0.478, -0.512, -0.084]}


# 8
{"formula": "C5H9NOS", "method": "wB97M-V/def2-TZVPD", "total_charge": 0, "homo_lumo_gap_ev": [7.88, 7.88], "species": ["C", "N", "H", "C", "H", "H", "H", "H", "O", "C", "C", "S", "H", "H", "C", "H", "H"], "xyz": [[0.284, 1.375, 1.220], [-0.548, -1.133, -0.393], [0.090, -2.303, 1.239], [0.550, -1.690, 0.392], [2.658, -1.451, 0.852], [0.949, -2.462, -0.293], [-2.255, 0.862, -0.520], [0.483, 1.423, 2.292], [0.724, 0.541, -1.393], [1.740, -0.899, 0.802], [-1.724, 0.670, -1.437], [1.866, 0.730, 0.499], [-0.031, 2.267, 0.730], [-0.470, 0.597, 0.987], [-0.373, 0.040, -0.933], [-1.674, 1.529, -2.085], [-2.270, -0.097, -1.960]], "atomic_forces_ev_per_a": [[0.537, -1.713, -0.196], [0.533, 0.852, 2.310], [0.630, 0.806, -0.855], [-1.485, -1.235, -0.425], [0.468, 0.070, 0.044], [0.378, 0.050, 0.378], [-0.661, 0.456, 0.154], [-0.184, 0.305, -0.201], [0.044, 0.539, 1.193], [0.067, 1.579, -0.699], [1.074, -0.748, 0.937], [-0.873, -1.361, 1.088], [0.154, 0.854, -0.139], [0.347, 0.449, 0.716], [-1.342, -0.907, -4.234], [0.460, 0.410, 0.040], [-0.145, -0.407, -0.110]], "lowdin_charge": [-0.249, 0.035, 0.137, -0.293, 0.055, 0.137, 0.057, 0.055, -0.183, -0.386, -0.013, 1.088, 0.051, 0.043, -0.665, 0.065, 0.066]}


# 9
{"formula": "C5H9NOS", "method": "wB97M-V/def2-TZVPD", "total_charge": 0, "homo_lumo_gap_ev": 9.64, "smiles": "N[C@@H]1C[C@@]1(O)[C@H]1CS1", "species": ["C", "H", "C", "H", "C", "N", "H", "H", "H", "H", "H", "S", "O", "H", "C", "C", "H"], "xyz": [[-1.627, -1.931, 0.431], [1.132, 0.300, -1.849], [0.058, -0.136, -0.381], [-0.788, -2.481, 0.805], [1.004, -0.113, 0.842], [1.419, 1.893, -0.591], [2.274, 2.183, -0.083], [2.055, -0.319, 0.635], [-2.415, -2.543, 0.061], [0.581, -0.562, 1.734], [-2.015, -0.274, -1.033], [-2.174, -0.535, 1.425], [0.553, -0.431, -1.644], [1.045, 2.656, -1.138], [-1.348, -0.611, -0.241], [0.490, 1.179, 0.232], [-0.245, 1.723, 0.796]], "atomic_forces_ev_per_a": [[0.083, 0.919, -0.531], [0.667, 0.642, -0.265], [0.623, 0.346, 0.946], [0.441, -0.098, 0.148], [-0.351, -0.391, -1.260], [1.375, 0.186, 0.437], [-0.943, -0.142, -0.563], [-0.313, -0.127, 0.000], [-0.497, -0.343, -0.340], [0.156, 0.601, 0.161], [0.155, -0.263, 0.055], [0.366, 0.242, -0.450], [-0.518, -0.693, 0.102], [-0.138, -0.016, 0.317], [-0.570, -0.620, 1.125], [-0.263, -0.517, -0.052], [-0.272, 0.273, 0.171]], "lowdin_charge": [-0.416, 0.067, -0.503, 0.072, -0.018, 0.037, 0.103, 0.113, 0.057, 0.078, 0.116, 0.809, 0.023, 0.088, -0.450, -0.302, 0.124]}


# 10
{"formula": "C5H9NOS", "method": "wB97M-V/def2-TZVPD", "total_charge": 0, "homo_lumo_gap_ev": 8.73, "smiles": "CON(C=S)C1CC1", "species": ["C", "H", "C", "H", "O", "H", "C", "H", "S", "H", "C", "N", "H", "C", "H", "H", "H"], "xyz": [[0.915, -0.176, 0.450], [2.996, 0.147, -0.666], [-1.677, 1.982, 0.191], [1.294, 0.142, 1.365], [-0.816, 1.014, -0.549], [2.390, -1.503, 0.667], [1.880, -0.041, -0.715], [-1.232, 2.013, 1.268], [-2.960, -1.154, -0.241], [-0.755, -2.265, 0.434], [1.544, -1.353, 0.060], [-0.465, -0.119, 0.082], [0.991, -2.149, -0.392], [-1.266, -1.260, 0.007], [-2.837, 1.614, 0.194], [1.348, 0.189, -1.696], [-1.349, 2.918, -0.460]], "atomic_forces_ev_per_a": [[-0.747, 1.882, -0.727], [-1.845, 0.520, 0.222], [0.465, -0.394, -0.043], [-0.500, 1.300, 1.768], [-1.352, 1.211, -0.305], [0.755, -1.360, 0.593], [-0.121, -0.927, -1.343], [-1.059, 0.300, -1.808], [2.567, -0.508, -0.057], [-1.213, 2.639, -1.201], [1.812, -1.364, -2.386], [-0.650, -2.320, 0.652], [0.315, -0.404, -0.112], [-0.989, 0.444, 1.693], [3.031, 1.186, -0.190], [0.995, -0.572, 1.450], [-1.464, -1.635, 1.792]], "lowdin_charge": [-0.331, 0.115, -0.058, 0.130, -0.207, 0.099, -0.032, 0.102, 0.541, 0.123, -0.135, -0.206, 0.091, -0.562, 0.085, 0.123, 0.121]}


The records above give, respectively, largest force on an atom values of 3.453 6.448 4.720 4.127 4.658 5.846 4.734 4.534 1.455 3.292 eV/A.
The records above give, respectively, calculated total energy values of -12960.320 -12958.951 -12961.785 -22243.760 -15007.791 -15003.148 -42819.560 -19700.124 -19702.258 -19698.553 eV.
The records above give, respectively, relative energy (zero: lowest compared OMol25 entry of this formula, charge and spin) values of 4.387 5.755 2.922 0.801 4.453 9.096 3.790 4.179 2.045 5.750 eV.